{
  "formula": "C3H9NO3",
  "method": "wB97M-V/def2-TZVPD",
  "elements": ["C", "O", "C", "H", "H", "H", "H", "H", "H", "N", "C", "O", "O", "H", "H", "H"],
  "coordinates": [[-0.05203, 2.01375, 1.30953], [-0.38430, 3.11395, 0.57076], [0.97903, 1.16994, 0.65986], [0.27220, 2.39941, 2.31803], [-1.01883, 1.49392, 1.54564], [-1.16654, 3.58453, 0.95277], [1.85821, 1.75189, 0.38857], [1.32162, 0.41149, 1.33929], [0.59275, 0.68596, -0.23245], [-0.65901, -3.19925, -1.19582], [0.10746, -1.98045, -1.29580], [-0.63377, -0.94554, -1.69237], [1.26233, -1.88197, -1.02024], [-0.94957, -3.31597, -0.23008], [-0.05771, -3.98989, -1.40200], [-1.47184, -1.31178, -2.01569]],
  "forces_ev_per_angstrom": [[-0.05, -0.34, -0.93], [-0.39, 0.39, 0.25], [0.36, 0.26, 0.19], [-0.21, -0.02, 0.27], [0.16, 0.08, 0.43], [0.32, -0.07, -0.20], [0.01, 0.15, -0.17], [0.01, -0.43, 0.35], [-0.15, -0.08, -0.29], [0.20, 0.46, -0.27], [-0.19, -1.42, 0.54], [-0.38, 0.30, -0.14], [0.40, 0.49, -0.07], [-0.22, 0.04, -0.04], [0.12, 0.08, 0.03], [0.01, 0.11, 0.04]],
  "gap_ev": [9.21, 3.05],
  "max_force_ev_per_a": 1.53,
  "e_lumo_ev": [-4.05, -10.15],
  "s_squared": 0.75,
  "total_charge": 1,
  "homo_ha": [-0.4870, -0.4850],
  "energy_ha": -399.81284,
  "multiplicity": 2,
  "de_lowest_kj_mol": 129.43
}